1.
ORCA calculation (the ωB97M-V functional and the def2-TZVPD basis) on a molecular structure, C40H29BaBrF4IN8O3S5 at a distorted geometry.

Calculated values
**Charge**: -1
**Energy relative to the best compared isomer or geometry (same formula, charge and spin)**: 45.3 kcal per mole

Each line ends with the Löwdin charge.
Element x y z (Å)
Ba  -0.490  -0.058  -0.121  1.79
O  -2.441  -2.446  3.070  0.03
C  -1.398  -3.047  3.678  -0.28
C  -1.568  -3.490  4.994  -0.03
C  -0.529  -4.093  5.672  -0.11
C  0.706  -4.259  5.056  -0.12
C  0.873  -3.820  3.753  -0.06
C  -0.164  -3.225  3.035  -0.09
C  0.050  -2.771  1.605  -0.53
O  -0.960  -2.209  1.034  -0.33
N  1.236  -2.924  1.115  0.06
N  1.285  -2.177  -0.109  -0.08
C  2.242  -2.535  -0.869  -0.12
C  2.467  -1.958  -2.191  -0.17
C  3.556  -2.427  -2.923  -0.09
C  3.807  -2.012  -4.221  -0.13
C  2.930  -1.104  -4.798  -0.11
C  1.847  -0.609  -4.097  -0.04
C  1.575  -1.010  -2.772  -0.44
O  0.546  -0.554  -2.134  -0.48
H  -2.079  -2.210  2.163  0.05
H  -2.532  -3.336  5.462  0.11
H  -0.677  -4.423  6.693  0.10
H  1.525  -4.734  5.579  0.09
H  1.812  -3.954  3.231  0.10
H  2.905  -3.339  -0.547  0.12
H  4.215  -3.152  -2.453  0.10
H  4.655  -2.394  -4.773  0.09
H  3.091  -0.773  -5.818  0.10
H  1.158  0.093  -4.550  0.11
N  -2.729  0.871  1.672  -0.07
C  -2.935  2.320  1.766  -0.28
C  -1.659  3.037  2.226  -0.21
C  -1.265  4.258  1.397  -0.20
C  -0.992  4.011  -0.078  -0.30
N  -0.020  2.931  -0.277  -0.08
H  -3.567  0.413  1.331  0.08
H  -2.559  0.474  2.593  0.07
H  -3.759  2.567  2.448  0.11
H  -3.230  2.664  0.772  0.07
H  -0.839  2.315  2.233  0.06
H  -1.776  3.367  3.262  0.10
H  -0.389  4.728  1.860  0.11
H  -2.064  5.005  1.461  0.12
H  -0.652  4.952  -0.535  0.11
H  -1.905  3.717  -0.600  0.03
H  0.878  3.213  0.109  0.03
H  0.127  2.758  -1.269  0.02
C  -2.332  4.760  -3.439  -0.41
S  -4.027  4.578  -2.840  0.78
C  -4.428  3.014  -3.518  -1.03
C  -3.906  1.829  -3.116  -1.18
S  -2.740  1.552  -1.891  0.45
S  -4.496  0.439  -4.004  0.90
C  -5.585  1.256  -5.068  -1.53
S  -6.528  0.486  -6.192  0.45
S  -5.577  2.959  -4.833  0.87
H  -1.905  5.638  -2.952  0.02
H  -2.297  4.900  -4.518  0.04
H  -1.754  3.881  -3.155  0.00
F  3.594  0.543  2.287  0.12
C  4.121  0.495  3.505  -0.12
C  5.354  0.968  3.722  -0.13
F  6.053  1.481  2.717  0.13
C  5.977  0.970  5.037  -0.01
C  5.206  0.285  6.064  -0.13
C  3.968  -0.174  5.856  -0.13
F  3.308  -0.768  6.841  0.15
C  3.283  -0.026  4.579  0.00
C  1.969  -0.271  4.418  -0.09
C  1.299  -0.028  3.182  -0.10
N  0.727  0.227  2.227  0.12
C  1.058  -0.601  5.467  -0.15
N  0.249  -0.778  6.262  0.25
F  5.769  0.145  7.261  0.14
C  7.160  1.576  5.289  -0.13
C  7.788  1.617  6.571  -0.17
N  8.360  1.706  7.562  0.21
C  7.916  2.304  4.321  -0.17
N  8.586  2.924  3.625  0.21
Br  5.544  -0.468  -0.565  0.74
C  5.684  0.345  -2.269  -0.72
C  6.705  -0.089  -3.105  -0.14
C  6.840  0.454  -4.368  -0.09
C  5.947  1.424  -4.803  -0.09
C  4.928  1.848  -3.971  -0.16
C  4.795  1.321  -2.689  -0.74
I  3.256  2.024  -1.492  1.02
H  7.382  -0.858  -2.761  0.10
H  7.634  0.108  -5.016  0.10
H  6.032  1.843  -5.797  0.10
H  4.220  2.590  -4.313  0.09


2.
ORCA calculation (the ωB97M-V functional and the def2-TZVPD basis) on a molecular structure, C40H29BaBrF4IN8O3S5 at a distorted geometry.

Calculated values
**Charge**: -1
**Energy relative to the best compared isomer or geometry (same formula, charge and spin)**: 25.1 kcal per mole

Each line ends with the Löwdin charge.
Element x y z (Å)
Ba  -0.748  0.653  1.182  1.90
O  1.383  0.241  5.169  0.04
C  1.307  -1.096  5.390  -0.26
C  2.184  -1.669  6.319  -0.02
C  2.160  -3.032  6.565  -0.10
C  1.257  -3.853  5.887  -0.12
C  0.389  -3.290  4.964  -0.07
C  0.393  -1.910  4.698  -0.11
C  -0.511  -1.304  3.658  -0.54
O  -0.491  -0.019  3.530  -0.33
N  -1.253  -2.131  2.956  -0.04
N  -1.965  -1.496  2.000  -0.18
C  -3.069  -2.051  1.659  -0.12
C  -4.030  -1.485  0.774  -0.20
C  -5.178  -2.260  0.514  -0.07
C  -6.238  -1.791  -0.226  -0.11
C  -6.196  -0.475  -0.708  -0.13
C  -5.111  0.326  -0.470  -0.03
C  -3.958  -0.137  0.254  -0.46
O  -2.961  0.638  0.466  -0.43
H  0.662  0.420  4.530  0.03
H  2.881  -1.009  6.837  0.12
H  2.851  -3.460  7.292  0.10
H  1.236  -4.929  6.076  0.10
H  -0.318  -3.904  4.420  0.10
H  -3.341  -3.010  2.110  0.13
H  -5.218  -3.269  0.922  0.11
H  -7.100  -2.420  -0.413  0.10
H  -7.034  -0.086  -1.280  0.10
H  -5.071  1.344  -0.856  0.12
N  2.109  1.248  1.911  -0.06
C  2.839  1.584  0.677  -0.27
C  3.102  0.318  -0.140  -0.22
C  2.964  0.478  -1.648  -0.20
C  1.576  0.888  -2.128  -0.26
N  0.495  0.113  -1.470  -0.08
H  1.996  2.060  2.507  0.07
H  2.625  0.566  2.456  0.08
H  3.783  2.096  0.861  0.11
H  2.210  2.292  0.110  0.10
H  2.414  -0.461  0.216  0.05
H  4.111  -0.051  0.068  0.11
H  3.248  -0.465  -2.123  0.09
H  3.682  1.221  -2.018  0.12
H  1.557  0.787  -3.216  0.12
H  1.396  1.946  -1.915  0.09
H  0.596  -0.880  -1.670  0.05
H  -0.395  0.369  -1.889  0.02
C  -2.666  -4.842  -0.920  -0.37
S  -2.428  -4.837  -2.721  0.82
C  -3.612  -3.651  -3.235  -0.99
C  -3.566  -2.299  -2.966  -1.08
S  -2.447  -1.503  -1.997  0.79
S  -4.854  -1.377  -3.758  0.92
C  -5.650  -2.681  -4.569  -1.50
S  -6.965  -2.520  -5.530  0.55
S  -4.891  -4.214  -4.267  0.92
H  -1.922  -5.541  -0.520  0.04
H  -3.670  -5.189  -0.679  0.04
H  -2.487  -3.850  -0.516  -0.01
F  -0.306  3.567  -1.202  0.09
C  0.021  4.782  -1.633  -0.16
C  0.254  4.936  -2.951  -0.16
F  0.160  3.861  -3.717  0.12
C  0.591  6.189  -3.532  -0.05
C  0.656  7.257  -2.593  -0.16
C  0.429  7.099  -1.279  -0.17
F  0.527  8.171  -0.510  0.13
C  0.111  5.842  -0.692  -0.04
C  -0.081  5.639  0.694  -0.16
C  -0.323  4.344  1.216  -0.18
N  -0.502  3.280  1.651  0.01
C  0.010  6.673  1.684  -0.21
N  0.111  7.461  2.533  0.14
F  0.961  8.470  -3.025  0.13
C  0.836  6.354  -4.901  -0.16
C  1.168  7.613  -5.494  -0.21
N  1.436  8.595  -6.045  0.16
C  0.788  5.277  -5.843  -0.21
N  0.767  4.456  -6.660  0.16
Br  3.910  -4.506  3.002  0.72
C  4.089  -4.075  1.164  -0.73
C  5.314  -4.318  0.555  -0.14
C  5.503  -3.996  -0.782  -0.09
C  4.459  -3.432  -1.509  -0.09
C  3.241  -3.195  -0.896  -0.17
C  3.036  -3.509  0.444  -0.72
I  1.177  -3.087  1.324  1.10
H  6.118  -4.756  1.139  0.10
H  6.462  -4.187  -1.251  0.10
H  4.593  -3.179  -2.559  0.11
H  2.420  -2.766  -1.466  0.09